1.
Here is C50H50CsN9SSeSi as an isolated structure at a distorted geometry from the OMol25 dataset. Energies are from ωB97M-V/def2-TZVPD.

## Properties
E_LUMO, eV: -0.584
Frontier orbital gap, hartree: 0.177
Energy above the lowest of the compared OMol25 structures with the same formula, charge and spin, kcal/mol: 31.2
E_tot, Eh: -5537.32324

```
113
C50H50CsN9SSeSi | the OMol25 dataset | ωB97M-V/def2-TZVPD
Cs 0.49118 1.18253 0.64656
N 5.42473 0.99180 0.47232
C 5.95043 0.59240 1.72370
C 7.32021 0.54004 1.92035
C 7.83694 0.13739 3.14489
C 6.98179 -0.18576 4.18601
C 5.60777 -0.10598 3.99415
C 5.08758 0.25713 2.76201
S 3.34075 0.29909 2.51234
N 3.18964 1.29070 1.14254
C 4.15438 1.51272 0.34761
C 3.91495 2.45395 -0.80588
C 4.79708 3.50468 -1.00723
C 4.52915 4.38288 -2.04877
C 3.40640 4.17151 -2.82806
C 2.58004 3.09321 -2.53406
N 2.82280 2.24240 -1.53958
H 6.09422 1.28498 -0.21926
H 7.98612 0.79866 1.10454
H 8.90867 0.08316 3.28174
H 7.37550 -0.49218 5.14609
H 4.93025 -0.34815 4.80502
H 5.64516 3.65226 -0.35055
H 5.18203 5.22503 -2.23856
H 3.15926 4.83099 -3.64871
H 1.67854 2.90644 -3.10710
C -1.56727 -0.27013 -1.21417
Si -1.29128 -1.88958 -1.80124
C 0.53720 -2.16414 -2.26964
N 1.49865 -1.47240 -1.40099
C 2.82190 -1.31776 -1.98550
C 3.57298 -2.64803 -2.15237
C 3.28648 -3.58374 -0.96336
C 2.87407 -2.77077 0.26064
C 1.57954 -2.00478 -0.03648
C -1.93733 -3.19724 -0.57860
C -1.30964 -4.42702 -0.35614
C -1.85421 -5.39030 0.48949
C -3.05220 -5.13964 1.14330
C -3.69824 -3.92430 0.94298
C -3.14911 -2.97373 0.09124
C -2.19735 -2.41033 -3.41561
C -3.09000 -3.47972 -3.53355
C -3.77632 -3.73634 -4.71962
C -3.57848 -2.92908 -5.82917
C -2.69167 -1.86064 -5.74478
C -2.02080 -1.61291 -4.55616
H -2.43620 -0.03676 -0.59265
H -1.16138 0.58616 -1.76277
H 0.62794 -1.73087 -3.27332
H 0.76377 -3.23905 -2.39842
H 3.39799 -0.64678 -1.33865
H 2.72270 -0.80462 -2.94407
H 4.64599 -2.44547 -2.22932
H 3.27801 -3.13063 -3.08661
H 4.15568 -4.20592 -0.74232
H 2.47261 -4.26894 -1.21966
H 3.67742 -2.07702 0.53141
H 2.71843 -3.41442 1.12981
H 1.47337 -1.18426 0.68206
H 0.72612 -2.66357 0.13570
H -0.37897 -4.65228 -0.86918
H -1.34659 -6.33762 0.63017
H -3.48206 -5.88511 1.80143
H -4.63530 -3.72054 1.44826
H -3.67150 -2.03322 -0.06118
H -3.26477 -4.13082 -2.68279
H -4.46542 -4.57157 -4.77590
H -4.10923 -3.12730 -6.75262
H -2.52994 -1.22129 -6.60513
H -1.34879 -0.75765 -4.50821
C -0.05901 -2.88627 4.47050
C 0.23340 -1.70923 5.15449
C -0.13280 -0.49107 4.61079
C -0.80712 -0.46994 3.39504
C -1.11312 -1.63201 2.70568
C -0.71938 -2.84822 3.25248
N -1.25649 0.77665 2.82660
N -0.50938 1.70559 3.09193
C -0.89345 3.06104 2.77407
C -2.03694 3.61427 3.31614
C -2.20310 4.98953 3.21794
C -1.24839 5.73766 2.55534
C -0.16690 5.07102 1.99174
N 0.01213 3.76002 2.10252
H 0.22568 -3.84053 4.89632
H 0.73875 -1.74328 6.11109
H 0.07805 0.43998 5.11904
H -1.60809 -1.58808 1.74158
H -0.94162 -3.75919 2.71080
H -2.74733 2.98542 3.83704
H -3.07341 5.46077 3.65731
H -1.33544 6.81149 2.46251
H 0.58180 5.60737 1.42097
C -3.53733 5.02412 -0.39732
N -3.71531 3.73348 -1.02257
C -2.86265 3.15918 -1.91823
Se -1.28423 3.85114 -2.58600
N -3.41113 1.97852 -2.25368
C -4.57191 1.74435 -1.54217
C -5.42651 0.65684 -1.49578
C -6.52222 0.76425 -0.65102
C -6.74878 1.91350 0.11527
C -5.87780 2.99409 0.07115
C -4.78096 2.87575 -0.76583
H -2.58557 5.42823 -0.73327
H -3.52709 4.90822 0.68565
H -4.34266 5.70221 -0.68320
H -2.89596 1.27257 -2.76345
H -5.23370 -0.23373 -2.08089
H -7.21646 -0.06314 -0.58181
H -7.61683 1.95908 0.76014
H -6.04304 3.87864 0.67260
```

2.
Here is C50H51BrMoN6O4Te as an isolated structure from the OMol25 dataset. Energies are from ωB97M-V/def2-TZVPD.

## Properties
Total charge: +1
E_LUMO (alpha / beta), eV: -3.136 / -3.530
Frontier orbital gap (alpha / beta), hartree: 0.237 / 0.253
Spin multiplicity: 4
Energy above the lowest of the compared OMol25 structures with the same formula, charge and spin, kcal/mol: 0.0
E_tot, Eh: -5475.44572

```
114
C50H51BrMoN6O4Te | the OMol25 dataset | ωB97M-V/def2-TZVPD
Mo -0.06010 0.69278 -0.12065
O 2.55711 1.49865 3.58736
C 2.88869 2.77882 3.25270
C 3.97758 3.41223 3.83533
C 4.30772 4.70944 3.47066
C 3.55376 5.38238 2.52528
C 2.46123 4.74477 1.95430
C 2.10931 3.44855 2.30088
C 0.93548 2.79595 1.61006
O 1.33614 1.77011 0.78329
N -0.01410 2.24350 2.58780
N -0.72799 1.17494 2.18089
C -1.71353 0.79857 2.90412
C -2.39425 -0.49426 2.73627
Br -1.19767 -1.97495 2.87928
C -3.72190 -0.59342 2.69409
C -4.65235 -1.72855 2.65282
C -5.98048 -1.46148 2.99723
C -6.94307 -2.45599 2.96477
C -6.59810 -3.73918 2.56687
C -5.28732 -4.01502 2.20363
C -4.32030 -3.02335 2.24592
H 3.04213 1.24957 4.38230
H 4.56950 2.88586 4.57647
H 5.15874 5.19196 3.93281
H 3.80755 6.39325 2.23852
H 1.85869 5.26264 1.21665
H 0.42241 3.56963 1.02157
H -0.50091 2.90558 3.18071
H -2.01012 1.40200 3.76293
H -4.21846 0.37536 2.69932
H -6.25686 -0.45782 3.29766
H -7.96273 -2.22803 3.24468
H -7.34723 -4.51891 2.53545
H -5.01426 -5.01364 1.88747
H -3.30985 -3.26025 1.95130
C -4.06087 -1.14015 -0.86574
C -2.61804 -0.91353 -0.57891
N -2.14998 0.26968 -0.37953
N -3.02952 1.32376 -0.36067
C -2.34714 2.44342 -0.31805
O -1.05237 2.48299 -0.32584
C -3.07297 3.72636 -0.23352
C -4.46054 3.74798 -0.10146
C -5.12490 4.95821 -0.00234
C -4.41100 6.14955 -0.03740
C -3.03015 6.13068 -0.17364
C -2.36040 4.92176 -0.27075
C -1.59580 -1.97882 -0.54432
C -1.89076 -3.32021 -0.72035
C -0.86031 -4.24899 -0.71461
C 0.44108 -3.80524 -0.57209
C 0.66270 -2.44664 -0.41022
N -0.32461 -1.55857 -0.35916
H -4.36433 -0.49202 -1.68838
H -4.66035 -0.85060 -0.00237
H -4.28132 -2.17258 -1.11600
H -5.00320 2.81324 -0.07971
H -6.20168 4.97533 0.10006
H -4.93352 7.09401 0.03848
H -2.47561 7.05893 -0.20734
H -1.28559 4.89252 -0.38626
H -2.91339 -3.63612 -0.85829
H -1.07536 -5.30141 -0.84159
H 1.28405 -4.48107 -0.59474
H 1.66753 -2.05914 -0.33812
C 1.13161 0.20237 -3.99405
C 1.75642 0.26863 -2.62050
O 3.01076 0.10478 -2.53353
N 0.96327 0.43376 -1.59585
Te 4.06419 0.62867 -0.26278
C 6.07258 1.12743 -0.65520
C 7.07294 0.67935 0.21308
C 6.80007 -0.17140 1.42516
C 8.38661 1.04372 -0.06674
C 8.71434 1.82883 -1.16379
C 10.14336 2.18300 -1.46421
C 7.68717 2.28088 -1.98474
C 6.36029 1.94920 -1.74870
C 5.27968 2.47568 -2.65314
C 4.29815 -1.46318 -0.15909
C 5.02715 -2.19019 -1.10492
C 5.69072 -1.57337 -2.30488
C 5.14549 -3.56605 -0.91456
C 4.57183 -4.22170 0.16350
C 4.73079 -5.70467 0.34693
C 3.83385 -3.47038 1.07401
C 3.68334 -2.09813 0.93312
C 2.83318 -1.34659 1.92487
H 1.81132 0.63929 -4.72230
H 0.17158 0.71242 -4.01469
H 0.97836 -0.84586 -4.25705
H 5.90590 0.16135 1.96104
H 7.63857 -0.11685 2.11765
H 6.65356 -1.21829 1.15418
H 9.17377 0.70833 0.59916
H 10.78142 2.02790 -0.59579
H 10.23237 3.22316 -1.77667
H 10.52743 1.56328 -2.27665
H 7.92499 2.91648 -2.83041
H 5.70753 3.08853 -3.44419
H 4.57477 3.09991 -2.09596
H 4.70841 1.66479 -3.10898
H 5.06334 -0.80733 -2.75558
H 5.88534 -2.34049 -3.05312
H 6.64615 -1.11860 -2.03612
H 5.70903 -4.13874 -1.64269
H 5.34477 -6.13748 -0.44061
H 3.76275 -6.20886 0.33821
H 5.20115 -5.92632 1.30586
H 3.36128 -3.96437 1.91680
H 2.35832 -2.03376 2.62392
H 2.04023 -0.77176 1.42786
H 3.41629 -0.62235 2.49272
```

3.
Here is C50H51Cl8N7O14 as an isolated structure at a distorted geometry from the OMol25 dataset. Energies are from ωB97M-V/def2-TZVPD.

## Properties
E_LUMO, eV: -1.432
Frontier orbital gap, hartree: 0.262
Energy above the lowest of the compared OMol25 structures with the same formula, charge and spin, kcal/mol: 866.1
E_tot, Eh: -7052.09460

```
130
C50H51Cl8N7O14 | the OMol25 dataset | ωB97M-V/def2-TZVPD
Cl -3.38268 -3.40102 1.33975
C -2.70475 -1.96356 1.98627
C -3.53665 -1.79020 3.32170
Cl -2.69493 -0.51790 4.18931
H -3.04883 -1.22984 1.25733
H -1.62119 -2.04771 2.06947
H -3.46442 -2.70275 3.91343
H -4.57437 -1.52127 3.12450
Cl -0.06304 -2.22544 0.68673
C 0.30763 -0.52122 0.35747
C -0.72335 0.42805 1.01479
Cl -0.65808 2.03220 0.27469
H 0.20060 -0.50055 -0.72706
H 1.29522 -0.43384 0.81039
H -0.68261 0.49651 2.10188
H -1.69239 -0.03400 0.82626
Cl -3.04278 3.71911 2.74425
C -2.19359 4.75210 1.49471
C -0.81446 4.19612 1.16000
Cl 0.42788 4.59486 2.55191
H -2.20748 5.81876 1.71866
H -2.89977 4.63317 0.67296
H -0.34436 4.56550 0.24859
H -0.93026 3.11570 1.07403
Cl -0.28181 -0.59681 3.97305
C -0.84271 1.03837 4.07245
C 0.31604 2.07011 4.21243
Cl 1.19423 2.12470 2.64558
H -1.54609 1.17436 4.89395
H -1.48214 1.40152 3.26786
H 1.09123 1.85465 4.94779
H 0.16470 3.07979 4.59423
C 2.40182 0.91102 1.18497
C 2.56779 0.01891 2.20588
C 3.61962 -0.86271 2.04082
C 4.40306 -0.97599 0.90097
C 4.10320 -0.01614 -0.06352
C 3.09358 0.96791 0.00106
N 5.45256 -2.01254 0.72970
O 5.98972 -2.01967 -0.33781
O 5.57656 -2.74163 1.74234
H 1.68912 1.71002 1.32659
H 2.05974 0.05118 3.15836
H 3.64610 -1.66200 2.76663
H 4.75230 -0.00360 -0.92661
H 2.84211 1.54583 -0.87596
C 5.52480 -2.51918 -3.66727
C 4.81377 -2.94006 -2.56543
C 3.80573 -2.14604 -2.08376
C 3.39592 -0.89314 -2.67952
C 4.20163 -0.46442 -3.72949
C 5.27490 -1.21681 -4.20297
N 2.28739 -0.15703 -2.06847
O 1.54797 -0.83675 -1.36119
O 2.20193 1.08891 -2.08813
H 6.44451 -2.90471 -4.08187
H 5.16679 -3.82114 -2.05019
H 3.26309 -2.52278 -1.22936
H 3.90879 0.44480 -4.23343
H 5.89232 -0.91788 -5.03713
C -2.99238 -3.42974 -1.70196
C -1.92012 -2.93189 -1.00511
C -0.70202 -2.67592 -1.75965
C -0.61939 -2.94083 -3.13685
C -1.69912 -3.46285 -3.80208
C -2.88148 -3.77700 -3.12334
N 0.62162 -2.69123 -3.87516
O 0.96481 -3.42819 -4.73100
O 1.29434 -1.69656 -3.55817
H -3.96506 -3.43299 -1.23263
H -1.98461 -2.64543 0.03421
H 0.12244 -2.19233 -1.25682
H -1.60116 -3.70898 -4.84909
H -3.69877 -4.13224 -3.73346
C 0.85198 4.87418 -1.54210
C 0.80657 3.69937 -0.77963
C 1.41728 3.61838 0.43330
C 2.15339 4.72319 0.89476
C 2.10779 5.93798 0.16562
C 1.40008 6.02951 -1.00498
N 2.81994 4.70938 2.24631
O 3.19528 5.72906 2.75491
O 2.73252 3.64040 2.89890
H 0.39502 5.15302 -2.48011
H 0.17147 2.89827 -1.12788
H 1.26308 2.67483 0.93564
H 2.40379 6.87026 0.62349
H 1.35312 6.98750 -1.50140
C 2.46165 -3.87752 3.81457
C 2.28616 -5.26769 4.05203
C 1.03357 -5.75740 3.68377
C 0.07216 -5.02670 2.87547
C 0.28422 -3.59217 2.72514
C 1.46958 -3.02207 3.22216
N -1.08355 -5.68335 2.22140
O -0.94959 -6.79649 1.84078
O -2.19075 -5.07978 2.21204
H 3.24886 -3.27815 4.24755
H 2.96846 -5.83685 4.66595
H 1.03573 -6.83576 3.74322
H -0.39762 -2.93410 2.20705
H 1.66350 -1.96057 3.26703
C -1.19306 3.56076 -3.38071
C -1.29684 2.86492 -4.52297
C -1.59057 1.55131 -4.57450
C -1.62683 0.81615 -3.32607
C -1.40773 1.49213 -2.16150
C -1.18002 2.87538 -2.19419
N -2.02022 -0.63401 -3.29110
O -1.97238 -1.23613 -2.21112
O -2.36979 -1.19840 -4.32048
H -1.03974 4.62806 -3.44200
H -1.31033 3.38964 -5.46684
H -1.75529 1.09959 -5.54157
H -1.45478 1.04014 -1.18175
H -1.07679 3.47956 -1.30497
C -4.57174 -1.16984 -0.53336
C -3.35231 -0.54165 -0.50736
C -3.39639 0.89635 -0.57077
C -4.57053 1.62351 -0.48750
C -5.80501 0.91442 -0.38261
C -5.79513 -0.49148 -0.36380
N -4.54122 3.11692 -0.45858
O -3.51846 3.71257 -0.65615
O -5.58564 3.75523 -0.35578
H -4.66687 -2.23331 -0.37091
H -2.41736 -1.08209 -0.52130
H -2.42099 1.34954 -0.47277
H -6.77104 1.34019 -0.15476
H -6.69733 -1.08384 -0.40303
```

4.
Here is C50H51F3NO11SSrTe as an isolated structure at a distorted geometry from the OMol25 dataset. Energies are from ωB97M-V/def2-TZVPD.

## Properties
Total charge: -2
E_LUMO (alpha / beta), eV: 3.571 / 3.556
Frontier orbital gap (alpha / beta), hartree: 0.164 / 0.243
Spin multiplicity: 2
Energy above the lowest of the compared OMol25 structures with the same formula, charge and spin, kcal/mol: 242.6
E_tot, Eh: -3814.58801

```
119
C50H51F3NO11SSrTe | the OMol25 dataset | ωB97M-V/def2-TZVPD
Sr 0.45252 0.35497 0.85847
O 2.39961 -2.76247 1.43213
C 1.68202 -1.56680 1.31807
O 0.77880 -1.39976 2.19319
C 2.57650 -0.37042 0.85915
O 2.48733 0.72061 1.78822
C 2.71185 0.34328 3.14670
C 1.32950 0.42804 3.93701
O 1.37032 0.25044 5.16777
O 0.32263 0.75494 3.25847
H 1.71481 -3.34673 1.79475
H 3.59917 -0.71301 0.70866
H 2.10187 0.01983 -0.09113
H 3.09446 -0.67564 3.21128
H 3.41359 1.07028 3.55507
F 6.41850 6.99418 3.96698
C 5.12325 7.27248 4.27342
F 4.96465 8.57667 3.93455
F 5.05701 7.21881 5.62109
C 4.14999 6.37437 3.59479
C 3.77524 6.64026 2.28827
C 2.89579 5.79695 1.62724
C 2.38459 4.65400 2.25067
C 2.78524 4.39785 3.57807
C 3.65661 5.24540 4.23465
C 1.50199 3.73052 1.62320
C 0.69340 2.84029 1.35955
H 4.16849 7.52080 1.79337
H 2.59150 6.00998 0.60945
H 2.37678 3.50297 4.03093
H 3.95318 5.05050 5.25818
C -2.32955 1.90570 1.88699
C -3.03260 2.15249 3.23219
S -2.17770 1.80587 4.79729
O -3.19463 2.33849 5.78954
C -0.93475 3.13993 4.69787
C -1.57418 4.52090 4.64946
H -3.10514 1.74312 1.13006
H -1.66835 1.02024 1.90117
H -1.63808 2.68374 1.57419
H -3.91249 1.50947 3.30678
H -3.33773 3.19323 3.34776
H -0.33746 2.89694 3.82890
H -0.36258 3.00153 5.61722
H -1.83493 4.78390 3.62138
H -0.86247 5.26764 5.01319
H -2.46151 4.53980 5.28789
C -4.14897 -5.26215 -2.16673
C -3.00591 -4.28112 -2.04051
C -3.27743 -2.91993 -1.88247
C -2.25685 -1.98150 -1.71859
C -2.47340 -0.47393 -1.47366
C -0.95243 -2.48437 -1.77596
Te 0.80347 -1.64956 -0.97892
N 0.51075 0.35582 -1.20108
C 1.50941 0.97458 -1.91621
O 2.70533 0.72212 -1.90158
C 0.92817 1.87629 -3.01694
C 1.53696 1.77014 -4.26176
C 0.86473 2.18746 -5.40890
C -0.41894 2.69688 -5.30654
C -1.02364 2.81830 -4.05999
C -0.36216 2.40404 -2.91635
C 1.89417 -1.64109 -3.04169
C 3.20027 -2.20869 -3.06254
C 4.00493 -2.23609 -1.78535
C 3.71564 -2.74763 -4.23344
C 2.96692 -2.78699 -5.40392
C 3.53990 -3.39136 -6.66541
C 1.70230 -2.23714 -5.39502
C 1.14556 -1.66005 -4.25007
C -0.23900 -1.06066 -4.36698
C -0.63896 -3.86698 -1.87850
C 0.84705 -4.31444 -1.72141
C -1.69172 -4.75569 -2.03211
H -5.10579 -4.75174 -2.05684
H -4.08289 -6.03160 -1.39372
H -4.13264 -5.76306 -3.13717
H -4.30943 -2.58437 -1.82618
H -2.94391 0.01298 -2.33432
H -1.47505 -0.02269 -1.32191
H -3.06726 -0.30407 -0.57565
H 2.50865 1.29630 -4.30834
H 1.32566 2.06137 -6.38142
H -0.95846 2.97674 -6.20420
H -2.03819 3.19484 -3.99137
H -0.80352 2.43300 -1.92832
H 3.50022 -2.80632 -1.00230
H 4.12560 -1.20224 -1.46496
H 4.99115 -2.68935 -1.90759
H 4.71348 -3.17807 -4.22075
H 4.41192 -4.00691 -6.44163
H 3.85437 -2.60727 -7.35922
H 2.80296 -4.01254 -7.17714
H 1.10602 -2.25983 -6.30573
H -0.31704 -0.47668 -5.28742
H -0.44892 -0.38108 -3.54493
H -1.00883 -1.83424 -4.39006
H 1.20679 -4.21872 -0.70043
H 1.45198 -3.74614 -2.41837
H 0.97836 -5.36904 -1.99690
H -1.49841 -5.82119 -2.10317
O -0.45466 -3.30156 0.88110
C -1.20228 -2.34923 1.07403
O -1.01765 -1.14584 0.63271
C -2.57699 -2.61376 1.68275
C -3.09262 -3.89112 1.58179
C -4.43401 -4.16291 1.89549
C -5.19382 -3.09744 2.29683
O -6.52607 -3.08728 2.63128
C -6.82458 -1.73349 2.98207
O -5.63883 -0.96688 2.88217
C -4.65942 -1.83469 2.44634
C -3.35232 -1.54985 2.16248
H -2.44165 -4.67276 1.21457
H -4.85693 -5.15555 1.80972
H -7.21135 -1.69947 4.00302
H -7.58005 -1.33737 2.29791
H -2.87683 -0.59168 2.30431
```